--- w ---
{
  "formula": "C2H9NO",
  "method": "ωB97M-V/def2-TZVPD",
  "species": ["O", "N", "C", "C", "H", "H", "H", "H", "H", "H", "H", "H", "H"],
  "positions_angstrom": [[1.83613, -1.53845, -0.96485], [-0.67000, 0.01420, -0.97777], [-0.31477, 1.51825, 0.93075], [-0.93227, 0.17467, 0.42737], [-0.67296, 2.40181, 0.39601], [1.90928, -2.04749, -1.80910], [0.80791, 1.51282, 0.82759], [-1.93485, 0.19806, 0.80818], [-0.53876, 1.61549, 1.98358], [-0.97679, -0.93799, -1.27162], [0.31119, 0.03509, -1.04272], [1.61239, -2.27874, -0.30137], [-0.43652, -0.66772, 0.99395]],
  "smiles": "CCN.O",
  "spin_multiplicity": 1
}


--- x ---
{
  "formula": "C2H9NO",
  "method": "ωB97M-V/def2-TZVPD",
  "species": ["O", "N", "C", "C", "H", "H", "H", "H", "H", "H", "H", "H", "H"],
  "positions_angstrom": [[0.06360, 1.77045, -0.99687], [0.24931, 0.13067, 1.34327], [0.18852, -1.23182, 0.97541], [-0.31180, 0.68014, -1.77982], [0.32441, -0.29935, -1.59829], [0.32188, -2.00131, 1.75912], [1.10780, 0.29735, 1.70223], [-0.33041, 1.35028, 0.02687], [-0.02737, 1.12877, -2.81369], [-0.91459, -1.21674, 0.59214], [-0.18962, 0.27665, 2.34477], [-1.42842, 0.43682, -1.77398], [0.94667, -1.32191, 0.21884]],
  "smiles": "CN.CO",
  "spin_multiplicity": 1
}


Stability, lowest: x


--- w ---
{
  "formula": "H5NP4",
  "method": "ωB97M-V/def2-TZVPD",
  "species": ["P", "P", "P", "P", "N", "H", "H", "H", "H", "H"],
  "positions_angstrom": [[0.00072, -0.54397, -0.83867], [-3.05574, -0.61632, 0.18007], [-1.27999, 0.50171, 0.45116], [1.76143, 0.31518, -0.02464], [2.61233, -0.58789, 0.98249], [-3.76296, 0.41517, -0.28466], [2.59537, -0.37231, 1.95950], [1.56154, 1.59918, 0.07328], [2.38534, 0.33096, -1.30865], [-2.81804, -1.04170, -1.18988]],
  "spin_multiplicity": 1
}


--- x ---
{
  "formula": "H5NP4",
  "method": "ωB97M-V/def2-TZVPD",
  "species": ["P", "P", "P", "P", "N", "H", "H", "H", "H", "H"],
  "positions_angstrom": [[-0.14566, 0.93019, -1.21932], [0.32492, 3.05934, -1.10331], [-0.09539, -1.68118, 0.51825], [0.49996, 0.46324, 0.56453], [0.78285, -2.92284, 0.71689], [0.24713, 3.04160, 0.43142], [-1.17497, -1.55981, -0.45315], [-0.99457, 3.44093, -1.17286], [1.61059, -3.03534, 0.20767], [-1.05487, -1.73613, 1.50987]],
  "spin_multiplicity": 1
}


Stability, lowest: w


--- w ---
{
  "formula": "C4H3NOS",
  "method": "ωB97M-V/def2-TZVPD",
  "species": ["S", "O", "N", "C", "C", "C", "C", "H", "H", "H"],
  "positions_angstrom": [[-0.00781, 0.71421, -1.09506], [1.72802, -0.89438, 0.14106], [0.61119, -0.80194, 0.92939], [-2.78150, 0.15387, 1.42536], [-1.65472, 0.03409, 0.95348], [-0.32906, -0.08198, 0.40754], [1.67440, 0.04089, -0.99093], [2.41066, 0.80012, -0.84210], [1.90357, -0.49412, -1.91436], [-3.74657, 0.15395, 1.87055]],
  "smiles": "C#CC1=NOCS1",
  "spin_multiplicity": 1
}


--- x ---
{
  "formula": "C4H3NOS",
  "method": "ωB97M-V/def2-TZVPD",
  "species": ["S", "O", "N", "C", "C", "C", "C", "H", "H", "H"],
  "positions_angstrom": [[-0.24346, 0.31407, -1.84396], [1.53660, 0.94259, 1.07380], [-2.57670, 0.08633, 0.95663], [-0.25975, 0.04676, -0.18870], [1.55984, -1.36716, 0.94140], [0.95756, -0.02441, 0.66907], [-1.53454, -0.00204, 0.45290], [0.82301, -2.12647, 1.20425], [2.09792, -1.76085, 0.05879], [2.37994, -1.20162, 1.70542]],
  "smiles": "CC(=O)C(=S)C#N",
  "spin_multiplicity": 1
}


--- y ---
{
  "formula": "C4H3NOS",
  "method": "ωB97M-V/def2-TZVPD",
  "species": ["S", "O", "N", "C", "C", "C", "C", "H", "H", "H"],
  "positions_angstrom": [[1.57014, -1.35346, -2.01756], [2.12202, -0.15271, -2.63627], [0.88947, -0.53041, 0.62766], [-1.15927, 0.66734, 0.79828], [1.03074, -0.76541, -0.57242], [-1.60468, 0.62803, -0.41501], [0.00685, -0.01865, 1.35860], [-1.56755, 1.25565, 1.69342], [-1.30309, 0.13959, -1.30330], [0.01536, 0.13002, 2.46660]],
  "spin_multiplicity": 1
}


--- z ---
{
  "formula": "C4H3NOS",
  "method": "ωB97M-V/def2-TZVPD",
  "species": ["S", "O", "N", "C", "C", "C", "C", "H", "H", "H"],
  "positions_angstrom": [[0.88859, -1.46670, 1.69186], [-0.40774, -1.11030, -1.52780], [-2.60103, -0.20177, 1.75652], [0.85709, 0.86552, -0.81312], [-0.00361, -0.42119, -0.64586], [-0.28946, -0.81018, 0.80646], [-1.58690, -0.42864, 1.27552], [0.22689, 1.69488, -0.50706], [1.14101, 1.04576, -1.87003], [1.77517, 0.83261, -0.16648]],
  "smiles": "CC(=O)C(=S)C#N",
  "spin_multiplicity": 1
}


Stability, lowest: y


--- w ---
{
  "formula": "C4H3NOS",
  "method": "ωB97M-V/def2-TZVPD",
  "species": ["S", "O", "N", "C", "C", "C", "C", "H", "H", "H"],
  "positions_angstrom": [[1.73508, -0.55035, -0.58098], [-2.70904, -1.30900, -2.24293], [-0.94468, -0.66650, -0.82227], [0.75559, 0.42528, 0.45841], [-1.80328, -1.11677, -1.54553], [1.01171, 1.51994, 1.16221], [0.06380, -0.85607, 0.09183], [-0.16026, -1.56691, 0.92157], [1.73176, 2.05191, 0.79165], [0.31932, 2.06846, 1.76604]],
  "smiles": "C=C1S[C@@H]1N=C=O",
  "spin_multiplicity": 1
}


--- x ---
{
  "formula": "C4H3NOS",
  "method": "ωB97M-V/def2-TZVPD",
  "species": ["S", "O", "N", "C", "C", "C", "C", "H", "H", "H"],
  "positions_angstrom": [[-1.18103, 0.70926, -2.97698], [0.99425, 0.35181, 0.28436], [-1.06693, -0.47987, 0.07714], [-0.12200, 0.21931, -0.48149], [0.72057, -0.35011, 1.41223], [-0.06174, 0.82416, -1.81369], [-0.51427, -0.86511, 1.28615], [-1.05991, -1.46110, 2.01336], [1.48345, -0.39635, 2.18330], [0.80762, 1.44801, -1.98437]],
  "smiles": "S=Cc1ncco1",
  "spin_multiplicity": 1
}


Stability, lowest: w


--- w ---
{
  "formula": "C7H6",
  "method": "ωB97M-V/def2-TZVPD",
  "species": ["C", "C", "C", "C", "C", "C", "C", "H", "H", "H", "H", "H", "H"],
  "positions_angstrom": [[1.71243, 0.35684, -0.04656], [-1.53581, 0.52061, 0.05590], [2.21084, 1.39340, 0.30109], [-0.01584, -1.35866, -0.23974], [1.18729, -0.86065, -0.52031], [-1.03329, -0.70525, 0.64955], [-1.94357, 1.51573, -0.46778], [1.84471, -1.40930, -1.18754], [-0.58401, -0.45675, 1.61663], [-0.30297, -2.29825, -0.68988], [2.65367, 2.29172, 0.61407], [-1.87472, -1.38383, 0.81554], [-2.31874, 2.39439, -0.90097]],
  "smiles": "C#C/C=C\\CC#C",
  "spin_multiplicity": 1
}


--- x ---
{
  "formula": "C7H6",
  "method": "ωB97M-V/def2-TZVPD",
  "species": ["C", "C", "C", "C", "C", "C", "C", "H", "H", "H", "H", "H", "H"],
  "positions_angstrom": [[-1.14769, 0.40350, 0.48498], [-0.83517, -0.05709, -0.81031], [0.12034, 0.26499, 1.00666], [0.85964, 0.54582, 2.29660], [-0.06945, -0.61881, -3.03137], [-0.67185, -0.12541, -2.04882], [0.19914, -0.77486, 0.05826], [0.52573, 1.53692, 2.68628], [1.93609, 0.49940, 2.25541], [-2.02212, 0.09469, 1.15609], [0.82878, -0.07027, -3.23464], [0.65921, -0.38596, 2.94337], [-0.38265, -1.31290, -3.76251]],
  "smiles": "C=C=C1C2=C(C)[C@@H]12",
  "spin_multiplicity": 1
}


Stability, lowest: x


--- w ---
{
  "formula": "C7H6",
  "method": "ωB97M-V/def2-TZVPD",
  "species": ["C", "C", "C", "C", "C", "C", "C", "H", "H", "H", "H", "H", "H"],
  "positions_angstrom": [[1.31000, 0.77388, -0.09793], [0.74912, -0.45766, 0.20670], [-0.59198, -0.69046, 0.09572], [2.69188, 0.37816, 0.23100], [2.05201, -0.87316, -0.23068], [-1.71674, -0.24926, 0.12832], [-3.11135, 0.18168, -0.01853], [3.07146, 0.51233, 1.18936], [-3.15255, 1.26851, -0.38731], [-3.70021, -0.47946, -0.49675], [2.48241, -1.34813, -1.06928], [3.49508, 0.73339, -0.45162], [-3.57914, 0.25019, 0.90098]],
  "smiles": "CC#CC1=C2C[C@@H]12",
  "spin_multiplicity": 1
}


--- x ---
{
  "formula": "C7H6",
  "method": "ωB97M-V/def2-TZVPD",
  "species": ["C", "C", "C", "C", "C", "C", "C", "H", "H", "H", "H", "H", "H"],
  "positions_angstrom": [[-0.24457, 0.82285, 1.64993], [0.70629, -0.73474, -0.38513], [0.57183, 0.58922, 0.37829], [-0.40070, -0.97959, -1.59199], [-0.77441, 1.22175, 0.30563], [-1.32221, 0.80728, -0.78397], [-1.37735, -0.11048, -1.79403], [-0.74777, -0.05749, 2.07390], [1.72481, -0.82849, -0.87199], [0.09788, 1.55925, 2.51785], [-0.26144, -2.05166, -2.08769], [0.59350, -1.56392, 0.33594], [1.43414, 1.32600, 0.25326]],
  "smiles": "C1=C=C2C[C@H]2CC=1",
  "spin_multiplicity": 1
}


Stability, lowest: x


--- w ---
{
  "formula": "C7H6",
  "method": "ωB97M-V/def2-TZVPD",
  "species": ["C", "C", "C", "C", "C", "C", "C", "H", "H", "H", "H", "H", "H"],
  "positions_angstrom": [[-1.63053, -0.33456, 0.65045], [-0.38676, 0.74898, -1.06985], [1.98555, 0.37766, -0.29864], [0.55616, 0.26139, -0.00851], [-0.20227, -0.48279, 0.94059], [-0.88439, -1.02348, -0.61359], [-1.69111, 0.42475, -0.54898], [-2.34798, -0.70483, 1.45047], [2.45974, -0.44984, 0.32432], [-2.67186, 0.71630, -0.96877], [2.09823, 0.30231, -1.42480], [0.21018, -1.18523, 1.71517], [2.50503, 1.34933, -0.14785]],
  "spin_multiplicity": 1
}


--- x ---
{
  "formula": "C7H6",
  "method": "ωB97M-V/def2-TZVPD",
  "species": ["C", "C", "C", "C", "C", "C", "C", "H", "H", "H", "H", "H", "H"],
  "positions_angstrom": [[0.32083, 0.74949, 0.34537], [-1.12958, -1.22202, 0.13848], [0.12912, -1.49983, -0.22871], [-0.94227, 0.93688, -0.25510], [-1.41741, -0.15492, 1.13655], [-1.98769, -0.14397, -0.36148], [1.07528, -0.53468, 0.43749], [2.05830, -0.49515, -0.00628], [1.27418, -0.67453, 1.40897], [-3.01304, -0.11869, -0.70927], [1.03522, 1.51148, 0.27087], [0.36128, -1.92639, -1.10119], [-1.22073, 2.01364, -0.46119]],
  "spin_multiplicity": 1
}


Stability, lowest: x